[1]
{
  "formula": "C34H56ClN4O3",
  "method": "the ωB97M-V functional and the def2-TZVPD basis",
  "species": ["C", "C", "C", "C", "O", "C", "C", "C", "N", "C", "C", "O", "Cl", "C", "C", "C", "C", "C", "C", "C", "C", "C", "C", "C", "O", "C", "C", "H", "H", "H", "H", "H", "H", "H", "H", "H", "H", "H", "H", "H", "H", "H", "H", "H", "H", "H", "H", "H", "H", "H", "H", "H", "H", "H", "H", "H", "H", "H", "H", "H", "H", "H", "H", "H", "H", "H", "H", "H", "N", "C", "C", "C", "C", "H", "H", "H", "H", "H", "N", "C", "C", "C", "C", "H", "H", "H", "H", "H", "N", "C", "C", "C", "C", "H", "H", "H", "H", "H"],
  "xyz": [[6.341, -2.132, 4.816], [6.166, -1.509, 3.644], [4.836, -0.919, 3.252], [4.536, -1.159, 1.776], [4.803, -2.523, 1.435], [3.739, -3.455, 1.441], [3.418, -3.994, 2.849], [2.492, -2.948, 0.684], [2.719, -1.568, 0.175], [3.558, -1.465, -1.060], [3.947, -2.796, -1.694], [3.171, -3.453, -2.308], [5.601, -3.318, -1.502], [3.154, -0.641, 1.296], [3.347, 0.806, 0.811], [2.100, 1.638, 0.500], [1.185, 1.155, -0.650], [-0.196, 0.621, -0.172], [-1.414, 1.394, -0.725], [-2.443, 1.810, 0.356], [-3.776, 1.066, 0.239], [-3.752, -0.326, 0.889], [-4.308, -1.414, -0.036], [2.063, -0.638, 2.381], [2.242, 0.440, 3.242], [1.592, 0.227, 4.500], [1.518, 1.539, 5.255], [5.744, -1.882, 5.687], [7.080, -2.911, 4.952], [7.023, -1.386, 2.989], [4.075, -1.388, 3.872], [4.775, 0.149, 3.481], [5.280, -0.581, 1.222], [4.104, -4.317, 0.886], [2.438, -3.696, 3.220], [4.219, -3.721, 3.530], [3.410, -5.083, 2.816], [2.174, -3.607, -0.116], [1.654, -2.955, 1.377], [1.791, -1.221, -0.085], [4.472, -0.911, -0.875], [3.027, -0.916, -1.834], [4.035, 0.891, -0.031], [3.861, 1.297, 1.637], [1.489, 1.817, 1.380], [2.465, 2.628, 0.222], [0.975, 1.983, -1.319], [1.633, 0.371, -1.262], [-0.315, -0.432, -0.455], [-0.265, 0.647, 0.914], [-1.087, 2.296, -1.239], [-1.952, 0.782, -1.447], [-2.609, 2.885, 0.317], [-2.052, 1.595, 1.353], [-4.044, 0.942, -0.813], [-4.570, 1.661, 0.690], [-4.352, -0.342, 1.799], [-2.742, -0.610, 1.199], [-3.602, -1.614, -0.843], [-5.253, -1.062, -0.451], [-4.520, -2.338, 0.500], [1.066, -0.658, 1.920], [2.140, -1.573, 2.948], [0.609, -0.226, 4.356], [2.194, -0.488, 5.071], [2.267, 2.225, 4.866], [1.699, 1.386, 6.315], [0.541, 2.007, 5.151], [-5.960, -0.378, -3.497], [-7.007, -1.254, -3.392], [-8.155, -0.521, -3.264], [-7.787, 0.852, -3.296], [-6.427, 0.908, -3.443], [-4.997, -0.638, -3.597], [-6.845, -2.318, -3.415], [-9.149, -0.921, -3.159], [-8.449, 1.698, -3.223], [-5.755, 1.746, -3.512], [5.902, -0.533, -4.028], [5.263, -0.611, -5.240], [6.042, 0.033, -6.161], [7.195, 0.514, -5.483], [7.082, 0.150, -4.170], [5.560, -0.920, -3.171], [4.317, -1.115, -5.342], [5.814, 0.145, -7.207], [8.014, 1.065, -5.913], [7.735, 0.314, -3.331], [-8.965, 4.365, -1.929], [-9.869, 5.376, -1.742], [-10.696, 5.014, -0.714], [-10.273, 3.735, -0.260], [-9.204, 3.361, -1.028], [-8.241, 4.359, -2.621], [-9.846, 6.261, -2.354], [-11.513, 5.600, -0.329], [-10.707, 3.156, 0.538], [-8.595, 2.474, -1.011]],
  "lumo_energy_ev": -3.3,
  "gap_ev": 6.030,
  "largest_force_ev_per_a": 1.200,
  "spin_multiplicity": 1,
  "charge": 1,
  "energy_ha": -2233.693786,
  "e_homo_ev": -9.3
}


[2]
{
  "formula": "C4H11BrCuNO",
  "method": "the ωB97M-V functional and the def2-TZVPD basis",
  "species": ["Cu", "Br", "C", "C", "C", "O", "C", "N", "H", "H", "H", "H", "H", "H", "H", "H", "H", "H", "H"],
  "xyz": [[-18.180, 4.216, -6.156], [-21.066, 6.122, -6.695], [-22.691, 3.589, -11.761], [-23.852, 4.502, -11.370], [-25.082, 4.324, -12.322], [-26.201, 5.000, -11.741], [-27.406, 4.731, -12.440], [-24.112, 4.085, -10.048], [-22.888, 2.558, -11.469], [-21.815, 3.994, -11.255], [-22.578, 3.555, -12.845], [-23.409, 5.498, -11.363], [-25.261, 3.253, -12.418], [-24.875, 4.796, -13.283], [-27.633, 3.682, -12.634], [-27.410, 5.033, -13.487], [-28.269, 5.109, -11.891], [-23.427, 4.512, -9.441], [-24.968, 4.494, -9.702]],
  "lumo_energy_ev": [-7.5, -8.1],
  "gap_ev": [3.682, 3.131],
  "largest_force_ev_per_a": 2.679,
  "spin_multiplicity": 2,
  "de_lowest_ev": 2.381,
  "charge": 1,
  "energy_ha": -4503.062698,
  "e_homo_ev": [-11.2, -11.2]
}